This record from OMol25 describes a structure of composition C26H42Br6N4O4 at a distorted geometry. The level of theory is ωB97M-V/def2-TZVPD.

Each line ends with the Mulliken charge.
Element x y z (Å)
C  0.8150  -3.8237  -3.5549  -0.36
C  0.0234  -3.0903  -2.7423  -0.64
C  -0.5129  -1.8604  -3.1672  0.13
C  -0.3189  -1.4994  -4.4920  -0.41
C  0.4217  -2.2710  -5.3511  -0.29
C  1.0218  -3.4375  -4.8931  -0.62
N  -0.8016  -0.1639  -4.9513  1.07
O  -1.6632  0.3471  -4.2739  -0.51
O  -0.3703  0.2194  -6.0312  -0.52
H  1.1744  -4.7878  -3.1945  0.39
H  -0.2007  -3.3418  -1.7284  0.46
H  -0.9766  -1.2754  -2.3440  0.48
H  0.6826  -1.9088  -6.3707  0.37
H  1.5211  -4.0524  -5.5828  0.44
C  0.4299  3.3029  -7.1053  -0.53
C  -0.6020  2.7291  -7.8570  -0.36
C  -1.9219  2.6843  -7.4217  -0.45
C  -2.1603  3.2971  -6.2209  0.18
C  -1.1814  3.9408  -5.4777  -0.36
C  0.1320  3.9173  -5.9019  -0.43
N  -3.5390  3.2572  -5.5765  1.07
O  -3.6581  3.8716  -4.5368  -0.62
O  -4.4149  2.8258  -6.2836  -0.60
H  1.4871  3.1976  -7.3502  0.37
H  -0.4124  2.1942  -8.7532  0.41
H  -2.6957  2.1806  -8.0178  0.42
H  -1.5054  4.3688  -4.5321  0.46
H  0.9194  4.4277  -5.3621  0.42
C  -4.4751  -0.0953  1.4806  0.54
Br  -6.1508  0.3658  2.2472  -0.02
Br  -4.4821  0.0024  -0.4067  -0.01
Br  -3.9172  -1.7918  2.1760  0.00
H  -3.6395  0.5600  1.7996  -0.48
C  -0.5918  1.1125  -0.7952  -0.22
Br  -1.1060  2.7068  0.1473  -0.05
Br  -0.2057  -0.3229  0.4661  0.15
Br  0.8342  1.3241  -2.0215  0.01
H  -1.5308  0.8492  -1.2721  0.18
C  -2.0140  2.0471  3.8395  -0.70
C  -1.1851  2.9962  4.6399  -0.68
N  0.0501  2.4732  5.0342  0.12
C  0.9794  2.1961  3.9231  -0.05
C  1.6951  3.3333  3.2362  -1.22
C  0.6785  3.2259  6.1498  -0.53
C  1.8213  2.4649  6.7356  -1.30
H  -3.0205  2.4428  3.6944  0.46
H  -2.0586  1.1723  4.4993  0.30
H  -1.5323  1.7026  2.8385  -0.21
H  -1.0623  3.9911  4.0897  0.25
H  -1.7236  3.3847  5.5197  0.43
H  1.5688  1.3640  4.3600  0.36
H  0.3917  1.6959  3.1421  -0.17
H  1.0629  4.1655  2.8658  0.26
H  2.3525  3.7895  4.0249  0.32
H  2.2904  2.9009  2.4441  0.41
H  -0.0440  3.3079  6.9138  0.45
H  0.8865  4.2258  5.7978  0.43
H  2.1731  2.9994  7.6082  0.42
H  2.7510  2.3454  6.1142  0.26
H  1.6006  1.4054  6.9552  0.32
C  2.2043  -3.7015  3.8441  -1.52
C  1.5142  -2.6741  2.9354  -0.50
N  1.4908  -2.9236  1.5226  0.80
C  2.7073  -2.9330  0.7371  -0.52
C  3.5975  -4.2254  0.8228  -1.17
C  0.6747  -4.0405  1.1613  -0.74
C  -0.8851  -3.8359  1.4517  -1.25
H  3.2724  -3.8073  3.7876  0.34
H  1.6775  -4.6364  3.8522  0.31
H  2.1743  -3.3518  4.8650  0.45
H  0.4848  -2.6069  3.1922  0.37
H  1.9343  -1.7099  3.2196  0.32
H  2.3283  -2.7704  -0.2869  0.23
H  3.3160  -2.0471  0.9494  0.33
H  3.8609  -4.4144  1.8392  0.20
H  3.0539  -5.0434  0.4597  0.32
H  4.5567  -4.2025  0.3557  0.44
H  1.0515  -4.9211  1.5761  0.51
H  0.6797  -4.3035  0.0684  0.27
H  -1.1359  -4.1715  2.4711  0.44
H  -1.4236  -4.4418  0.7122  0.42
H  -1.2246  -2.8277  1.2905  -0.05

Forces on the atoms, in the same order (eV/Å):
C 0.4348 -1.5227 -1.3760
C -0.8642 2.0084 0.3138
C 0.0612 -0.4633 0.8257
C -0.0423 1.0220 1.1027
C 1.3766 -0.1038 -1.2970
C -1.3489 0.7158 1.2609
N -0.0095 -1.5708 -0.8173
O 0.1168 0.7346 -0.1188
O -0.3895 0.3818 0.9552
H 0.2103 0.2666 -0.1558
H 0.1627 -0.4242 0.4616
H 0.0226 -0.1427 -1.3325
H -0.6475 -0.2980 0.8989
H 0.8418 -0.6535 -0.5848
C -0.2041 -0.5251 -0.0679
C 0.1873 -0.1058 0.3808
C 0.1227 0.0545 -0.4158
C -0.4793 -0.0217 1.4057
C -0.4193 -0.2304 0.5364
C -0.1454 0.4281 -0.3171
N 1.5388 1.7081 -1.5433
O -0.5915 -0.7585 0.2189
O -0.6971 -0.6194 0.4602
H -0.3933 0.0808 -0.4601
H 0.5060 -0.2222 -0.7468
H 0.3876 0.3267 0.5294
H 0.3061 0.0326 -0.2227
H -0.1051 -0.1436 0.2313
C 1.3178 0.3920 0.7276
Br -0.2086 0.3914 0.0926
Br -0.0362 -0.1023 -0.7102
Br 0.1135 -0.5407 -0.0812
H -1.0350 -0.0582 -0.0373
C -0.8170 -0.3485 0.7276
Br 0.2651 0.3545 0.0289
Br 0.1170 0.1141 -0.2523
Br 0.1216 0.2149 -0.2007
H 0.3849 -0.2291 -0.4406
C 0.3371 -1.3658 -0.8264
C -0.6187 3.2385 -0.7994
N 1.4942 -0.2814 0.7879
C -1.5464 -1.5221 0.2480
C 0.8117 0.9366 1.8164
C -0.3650 -1.3476 -1.9501
C 2.1251 -0.6513 -0.4299
H 0.0601 -0.0818 -0.2535
H -0.3649 -0.2547 -0.4257
H -0.9829 0.8078 1.7090
H -0.0133 -0.7438 -0.0165
H -0.0819 -0.7076 -0.0078
H 0.6604 0.8100 -0.7505
H 0.0257 -0.0737 0.2599
H 0.0776 -0.7827 0.0613
H -0.1023 -0.1448 -0.9968
H 0.2443 0.2340 -0.2784
H -1.1001 0.1878 0.8530
H 0.6259 0.6166 0.1277
H 0.0179 -0.1680 0.5140
H -0.9033 0.5563 0.0615
H -0.4715 0.6225 0.2736
C -0.4098 0.5186 0.7304
C 1.1743 -0.2763 0.5207
N 0.3904 0.4535 -0.8739
C 0.8074 0.1242 -0.5711
C -0.5416 1.6931 0.6611
C -2.8674 0.7535 -1.4856
C 1.4217 -1.2515 0.0948
H 0.4538 -0.2816 -0.9905
H 0.0890 -0.7404 -0.1859
H -0.6670 0.3511 0.5588
H -0.9452 -0.0026 0.6544
H 0.1415 0.3252 -0.6687
H 0.5099 -0.2543 0.0532
H -0.1301 -0.0747 0.2685
H -0.1260 -0.2208 0.8823
H -0.6812 -1.3560 -0.5772
H 0.4763 0.4980 -0.9433
H 0.2100 -1.8049 1.1662
H 0.5882 0.9254 0.6661
H -0.1292 0.1992 -0.4071
H -0.0441 -0.0987 0.3997
H 0.1879 0.4927 0.0898

Values from the calculation:
frontier orbital gap = 7.67 eV
LUMO = -0.52 eV
HOMO = -0.301 Eh
energy above the lowest of the compared OMol25 structures with the same formula, charge and spin = 0.0 kJ/mol
E = -462040.2134 eV
net charge = 0